# 1
54
Properties=species:S:1:pos:R:3 method="wB97M-V/def2-TZVPD" de_lowest_kj_mol=108.2 homo_lumo_gap_ev=8.232 multiplicity=1
O 1.035 -1.133 1.322
C 0.825 -0.246 2.140
N 0.576 -0.769 3.382
C 0.768 -0.125 4.605
C 0.563 1.211 4.851
C 0.132 2.211 3.880
C 0.241 2.128 2.512
N 0.834 1.092 1.769
C 1.445 1.439 0.483
O 2.372 2.516 0.668
C 2.413 3.300 -0.535
C 2.118 4.774 -0.209
O 0.752 4.996 0.178
C 1.398 2.681 -1.513
O 2.083 1.805 -2.428
C 0.462 1.910 -0.586
O -0.256 0.833 -1.217
H 0.689 -1.777 3.370
H 1.059 -0.738 5.455
H 0.696 1.547 5.875
H -0.270 3.138 4.277
H -0.081 3.013 1.969
H 1.996 0.585 0.073
H 3.419 3.242 -0.964
H 2.784 5.097 0.598
H 2.340 5.384 -1.090
H 0.618 5.920 0.451
H 0.846 3.442 -2.075
H 2.503 2.305 -3.147
H -0.259 2.611 -0.156
H -0.857 0.415 -0.567
C 1.138 -2.964 -2.578
N 0.378 -3.977 -1.842
C -0.653 -3.768 -1.016
O -1.188 -4.727 -0.472
C -1.192 -2.334 -0.816
C -2.049 -2.145 0.450
S -2.482 -0.391 0.670
N -1.869 -1.774 -1.998
C -2.844 -2.274 -2.757
C -3.492 -3.608 -2.442
O -3.232 -1.646 -3.730
H 1.556 -2.227 -1.888
H 0.492 -2.454 -3.296
H 1.957 -3.436 -3.122
H 0.654 -4.942 -1.942
H -0.301 -1.730 -0.660
H -2.956 -2.743 0.381
H -1.478 -2.489 1.314
H -3.176 -0.531 1.806
H -1.544 -0.867 -2.303
H -3.819 -3.632 -1.408
H -2.785 -4.412 -2.630
H -4.357 -3.737 -3.090

---

# 2
46
Properties=species:S:1:pos:R:3 method="wB97M-V/def2-TZVPD" de_lowest_kj_mol=0.0 homo_lumo_gap_ev=9.668 charge=+1 multiplicity=1
C 1.134 3.531 -0.926
C 0.361 2.619 -0.861
C -0.618 1.614 -0.523
C -1.502 1.373 -1.792
O -0.673 0.547 -2.606
C 0.172 -0.217 -1.775
C 0.177 -1.687 -2.110
C -1.122 -2.465 -1.992
C -1.243 -3.613 -2.765
C -2.368 -4.406 -2.693
C -3.414 -4.089 -1.847
C -3.316 -2.945 -1.081
C -2.184 -2.152 -1.155
N -0.059 0.206 -0.361
Si 1.253 -0.099 0.948
C 2.434 -1.465 0.485
C 2.217 1.412 1.437
C 0.262 -0.672 2.442
H 1.646 4.431 -1.165
H -1.311 1.869 0.274
H -2.461 0.905 -1.582
H -1.585 2.327 -2.302
H 1.186 0.139 -2.001
H 0.950 -2.223 -1.563
H 0.485 -1.736 -3.152
H -0.450 -3.912 -3.437
H -2.424 -5.297 -3.301
H -4.293 -4.710 -1.775
H -4.105 -2.661 -0.400
H -2.169 -1.272 -0.524
H -0.868 -0.277 0.036
H 1.911 -2.422 0.537
H 3.204 -1.478 1.253
H 2.855 -1.399 -0.515
H 2.530 1.223 2.464
H 1.655 2.338 1.451
H 3.132 1.511 0.859
H -0.812 -0.670 2.221
H 0.393 -0.001 3.284
H 0.506 -1.701 2.689
C 1.078 4.671 4.084
O 2.155 3.815 3.703
H 0.231 4.039 4.339
H 1.343 5.271 4.956
H 0.793 5.334 3.263
H 2.906 4.374 3.485

---

# 3
47
Properties=species:S:1:pos:R:3 method="wB97M-V/def2-TZVPD" de_lowest_kj_mol=1625.5 homo_lumo_gap_ev=9.400 multiplicity=1
C -2.731 -4.282 -0.649
O -1.265 -4.052 -0.974
C -1.138 -3.066 -2.094
C 0.294 -2.549 -2.047
C 0.628 -1.665 -0.911
O 0.844 -2.685 0.432
C -0.333 -0.530 -0.311
C -0.527 0.424 -1.651
C 0.188 0.153 1.102
O -1.093 0.719 1.516
C 1.441 1.015 0.799
O 2.155 1.188 1.832
C 1.346 2.046 2.810
C 1.265 3.293 2.554
C -0.231 3.939 2.815
C -0.548 5.148 2.363
C 0.607 5.944 1.777
C 1.839 5.571 1.469
C 2.102 4.160 1.958
O -1.510 -3.573 -3.452
C -0.790 -4.740 -3.557
H -3.286 -3.453 -0.506
H -3.190 -4.792 -1.680
H -2.796 -4.949 0.088
H -1.712 -2.112 -1.969
H 1.147 -3.446 -1.902
H 0.659 -1.858 -2.874
H 1.602 -1.258 -0.896
H 0.083 -3.134 0.274
H -1.176 -0.923 -0.251
H 0.536 0.753 -1.882
H -0.836 1.157 -1.355
H -0.908 -0.092 -2.309
H 0.435 -0.549 1.654
H -1.222 1.571 1.186
H 2.037 0.626 0.174
H 1.316 2.028 0.208
H 2.238 1.976 3.768
H 0.656 1.455 3.415
H -1.053 3.171 3.363
H -1.364 5.570 2.363
H 0.370 6.867 1.583
H 2.482 6.188 1.097
H 3.006 3.898 1.710
H -1.478 -5.270 -4.201
H 0.349 -4.498 -4.103
H -0.440 -5.382 -2.737

---

# 4
53
Properties=species:S:1:pos:R:3 method="wB97M-V/def2-TZVPD" homo_lumo_gap_ev=7.913 charge=-1 multiplicity=1
C 2.271 -3.544 -1.525
C 2.413 -2.759 -0.176
F 3.061 -1.483 -0.435
Al 0.717 -2.624 0.947
C 0.797 -1.256 2.460
C 1.552 0.080 2.098
C 1.109 0.720 0.736
S 2.412 1.930 0.155
C 0.383 -4.521 1.725
C -0.051 -5.553 0.655
O -0.469 -5.334 -0.429
F 0.042 -6.926 1.029
C -0.970 -2.156 -0.149
C -2.250 -2.728 0.274
C -3.549 -2.478 -0.347
C -3.464 -1.547 -1.501
C -2.117 -1.081 -1.841
N -0.927 -1.333 -1.251
H 1.890 -4.577 -1.327
H 3.320 -3.684 -1.930
H 1.710 -2.993 -2.317
H 3.165 -3.339 0.444
H -0.263 -1.094 2.808
H 1.366 -1.739 3.309
H 1.303 0.828 2.910
H 2.658 -0.070 2.068
H 0.119 1.249 0.795
H 1.009 -0.023 -0.091
H 2.621 1.589 -1.166
H -0.415 -4.495 2.513
H 1.370 -4.892 2.126
H -2.233 -3.420 1.153
H -4.504 -2.907 0.017
H -4.381 -1.240 -2.057
H -2.067 -0.408 -2.737
O -3.608 2.019 -1.320
C -4.249 2.212 -0.309
N -4.786 1.169 0.372
C -4.501 3.585 0.261
H -5.333 1.269 1.207
H -4.618 0.242 0.006
H -5.032 4.185 -0.479
H -3.545 4.055 0.492
H -5.100 3.545 1.173
O 4.782 6.779 -2.130
C 4.066 5.980 -1.549
N 3.924 4.707 -1.997
C 3.291 6.328 -0.305
H 3.343 4.021 -1.546
H 4.430 4.446 -2.827
H 2.608 7.147 -0.530
H 3.989 6.640 0.472
H 2.712 5.481 0.064

---

# 5
60
Properties=species:S:1:pos:R:3 method="wB97M-V/def2-TZVPD" homo_lumo_gap_ev=3.256 charge=+1 multiplicity=1
N 3.818 -1.269 -0.717
P 2.055 -1.052 -0.490
C 1.907 -2.744 0.541
C 1.817 -2.475 2.045
C 2.278 -3.737 2.793
O 3.598 -3.607 3.290
C 0.196 -0.614 -0.215
B -0.082 0.479 0.895
O 0.474 0.443 2.137
O -0.975 1.489 0.621
C 1.625 -2.071 -2.138
C 0.830 -1.648 -3.174
C 0.521 -2.439 -4.261
C 1.046 -3.719 -4.280
C 1.825 -4.090 -3.193
N 2.117 -3.307 -2.164
P 2.492 0.967 -1.576
O 3.308 0.620 -2.910
O 1.178 1.842 -1.905
S 3.658 1.947 -0.384
H 4.288 -1.619 0.103
H 4.115 -1.743 -1.561
H 2.383 -0.342 0.689
H 1.032 -3.304 0.237
H 2.750 -3.392 0.372
H 0.796 -2.228 2.299
H 2.490 -1.686 2.348
H 2.266 -4.607 2.136
H 1.619 -3.926 3.628
H 4.140 -3.204 2.613
H -0.353 -1.513 0.057
H -0.280 -0.272 -1.129
H 0.726 1.322 2.430
H -0.874 1.828 -0.273
H 0.370 -0.660 -3.135
H -0.119 -2.086 -5.059
H 0.837 -4.401 -5.079
H 2.225 -5.090 -3.169
H 2.780 0.764 -3.721
H 1.128 2.092 -2.845
Cl -4.356 5.449 4.783
C -4.252 3.796 4.290
C -5.200 2.863 4.686
Cl -6.537 3.308 5.684
C -5.082 1.543 4.276
C -4.024 1.156 3.473
C -3.077 2.090 3.072
C -3.194 3.406 3.482
H -5.822 0.820 4.590
H -3.938 0.125 3.159
H -2.251 1.795 2.441
H -2.461 4.139 3.176
Mg 0.543 0.551 -4.786
C -2.677 4.567 -2.600
N -1.908 3.293 -2.600
O -1.188 3.053 -3.555
O -2.035 2.563 -1.647
H -2.452 5.101 -3.514
H -3.729 4.307 -2.540
H -2.367 5.128 -1.724

---

# 6
63
Properties=species:S:1:pos:R:3 method="wB97M-V/def2-TZVPD" de_lowest_kj_mol=0.0 homo_lumo_gap_ev=10.970 multiplicity=1
C -4.659 4.287 5.806
O -3.864 3.168 6.203
C -3.543 2.327 5.243
O -3.636 2.492 4.049
O -3.107 1.208 5.786
C -2.530 0.218 4.960
H -4.196 4.831 4.978
H -4.728 4.954 6.655
H -5.602 3.946 5.382
H -3.332 -0.272 4.403
H -1.867 -0.463 5.480
H -1.934 0.689 4.172
C 3.621 3.177 -0.629
O 4.415 2.003 -0.538
C 4.777 1.468 -1.694
O 4.557 1.930 -2.777
O 5.482 0.384 -1.422
C 5.749 -0.514 -2.488
H 2.656 2.920 -1.076
H 4.132 3.992 -1.129
H 3.324 3.521 0.356
H 4.820 -1.005 -2.787
H 6.467 -1.257 -2.162
H 6.108 0.048 -3.352
C -3.459 -7.006 -0.910
O -3.101 -5.914 -0.099
C -1.857 -5.679 0.254
O -0.922 -6.419 0.107
O -1.770 -4.416 0.702
C -0.582 -4.127 1.440
H -2.931 -7.922 -0.649
H -3.241 -6.741 -1.949
H -4.536 -7.150 -0.885
H 0.251 -4.126 0.737
H -0.482 -4.863 2.237
H -0.664 -3.142 1.890
Cl -1.197 -1.246 -0.282
C -0.738 0.432 -0.055
Cl -1.472 1.037 1.453
Cl -1.128 1.531 -1.421
H 0.334 0.566 -0.003
Cl 1.297 1.281 4.634
C 1.320 2.791 3.678
Cl -0.270 3.519 3.730
Cl 1.758 2.348 1.999
H 2.101 3.484 3.961
Cl -2.541 -3.926 -4.242
C -2.776 -2.638 -3.101
Cl -3.936 -3.079 -1.801
Cl -3.291 -1.193 -3.921
H -1.853 -2.470 -2.560
C 1.771 -0.850 -4.906
C 1.407 -0.535 -3.521
N 1.188 -0.277 -2.425
H 1.875 -1.937 -4.925
H 2.771 -0.456 -5.086
H 1.044 -0.480 -5.621
C 1.924 3.891 -3.957
C 2.341 4.932 -3.023
N 2.644 5.785 -2.318
H 1.390 4.366 -4.778
H 1.391 3.117 -3.411
H 2.830 3.461 -4.391

---

# 7
59
Properties=species:S:1:pos:R:3 method="wB97M-V/def2-TZVPD" homo_lumo_gap_ev="5.048 / 5.055" multiplicity=2
Co -0.598 0.210 -0.391
C 3.688 -1.828 -0.118
C 2.654 -1.673 0.993
C 3.350 -1.233 2.280
C 1.924 -2.993 1.250
O 1.671 -0.708 0.561
Ge 1.639 1.051 1.119
O -0.310 0.759 1.436
C -0.972 0.760 2.699
C -0.348 1.831 3.588
C -2.450 1.068 2.495
C -0.813 -0.620 3.335
O 0.862 1.470 -0.590
C 1.169 2.531 -1.512
C 1.201 1.957 -2.923
C 0.103 3.612 -1.389
C 2.537 3.096 -1.147
H 4.373 -2.647 0.108
H 3.216 -2.042 -1.079
H 4.266 -0.908 -0.230
H 4.074 -1.991 2.579
H 3.888 -0.293 2.145
H 2.628 -1.108 3.091
H 2.528 -3.645 1.884
H 0.976 -2.801 1.753
H 1.722 -3.550 0.333
H -0.387 2.804 3.094
H -0.887 1.897 4.533
H 0.695 1.599 3.808
H -2.574 2.013 1.961
H -2.933 0.270 1.925
H -2.959 1.149 3.455
H 0.239 -0.822 3.544
H -1.369 -0.686 4.272
H -1.180 -1.391 2.655
H 0.220 1.586 -3.215
H 1.514 2.727 -3.629
H 1.897 1.119 -2.977
H -0.874 3.217 -1.672
H 0.049 3.984 -0.364
H 0.328 4.447 -2.054
H 3.291 2.306 -1.174
H 2.824 3.866 -1.863
H 2.530 3.538 -0.149
S -2.751 1.420 -0.830
C -4.051 0.472 -1.009
C -5.283 1.144 -1.354
N -6.249 1.699 -1.632
C -4.162 -0.986 -0.901
S -3.032 -2.086 -0.500
C -5.420 -1.610 -1.208
N -6.431 -2.111 -1.422
F -1.169 -2.703 -2.983
Te 0.302 -2.461 -1.842
F 1.199 -3.993 -2.458
F -0.672 -0.303 -2.187
F 1.183 -1.747 -3.376
F -0.713 -3.892 -0.889
O -1.768 -1.437 -0.128

---

# 8
49
Properties=species:S:1:pos:R:3 method="wB97M-V/def2-TZVPD" de_lowest_kj_mol=0.0 homo_lumo_gap_ev=8.803 charge=+1 multiplicity=1
C -2.497 0.353 -0.750
C -2.176 -0.154 0.654
C -0.902 -0.987 0.814
C 0.374 -0.402 0.233
N 0.408 -0.499 -1.247
C 1.236 0.368 -1.937
F 2.552 -0.079 -2.045
C 1.243 1.836 -1.591
C 1.798 2.491 -2.856
C 1.648 4.004 -2.873
N 2.267 4.594 -1.695
C 3.698 4.308 -1.581
C 0.970 1.809 -3.938
N 0.813 0.382 -3.431
H -2.441 -0.451 -1.489
H -3.505 0.766 -0.780
H -1.812 1.146 -1.064
H -3.010 -0.769 0.998
H -2.130 0.688 1.351
H -1.053 -1.998 0.419
H -0.724 -1.098 1.885
H 0.468 0.650 0.508
H 1.240 -0.920 0.653
H 0.607 -1.457 -1.521
H 0.201 2.147 -1.456
H 1.786 2.064 -0.678
H 2.843 2.200 -2.983
H 2.041 4.406 -3.819
H 0.577 4.233 -2.840
H 2.162 5.600 -1.746
H 4.131 4.986 -0.847
H 4.249 4.428 -2.524
H 3.868 3.292 -1.217
H 1.405 1.786 -4.934
H -0.034 2.230 -3.987
H 1.403 -0.275 -3.943
H -0.153 0.063 -3.497
C -0.939 -4.752 5.550
C -0.901 -3.486 5.144
C -1.916 -2.950 4.205
O -1.872 -1.797 3.822
C -2.987 -3.869 3.747
C -3.027 -5.135 4.151
C -2.002 -5.680 5.080
O -2.032 -6.835 5.439
H -0.213 -5.173 6.233
H -0.141 -2.788 5.472
H -3.722 -3.444 3.076
H -3.795 -5.829 3.834

---

# 9
46
Properties=species:S:1:pos:R:3 method="wB97M-V/def2-TZVPD" de_lowest_kj_mol=0.0 homo_lumo_gap_ev="5.001 / 5.741" charge=+2 multiplicity=1
C 1.586 2.528 -2.015
H 2.588 2.921 -1.808
H 1.559 1.841 -2.865
H 1.230 -0.144 2.198
C 0.477 3.553 -1.963
H -0.395 3.167 -2.513
H 0.132 3.716 -0.925
C 0.870 4.918 -2.548
H 0.038 5.624 -2.459
H 1.738 5.335 -2.025
H 1.121 4.830 -3.609
C -0.777 -2.065 0.442
C -1.421 -1.154 -0.427
C -0.500 -0.789 -1.440
C 0.743 -1.421 -1.152
C 0.574 -2.190 0.035
C 1.605 -3.013 0.702
C 1.970 -1.302 -1.978
C -0.764 0.071 -2.614
C -2.816 -0.685 -0.302
C -1.442 -2.828 1.519
Tl 1.388 1.200 0.033
H 2.764 -1.960 -1.602
H 1.760 -1.592 -3.021
H 2.377 -0.276 -2.015
H 2.609 -2.775 0.327
H 1.610 -2.857 1.793
H 1.431 -4.089 0.530
H -2.160 -2.206 2.071
H -2.011 -3.679 1.104
H -0.719 -3.240 2.234
H -3.013 0.155 -0.980
H -3.537 -1.485 -0.541
H -3.033 -0.345 0.723
H -0.287 1.060 -2.524
H -0.381 -0.393 -3.536
H -1.842 0.234 -2.744
N -1.362 0.454 3.846
C -0.790 -0.566 4.605
C 0.348 -0.927 3.985
N 0.472 -0.098 2.875
C -0.611 0.677 2.770
H -2.229 0.941 4.059
H -1.233 -0.924 5.513
H 1.094 -1.661 4.229
H -0.760 1.441 2.012